[1]
DFT (the ωB97M-V functional and the def2-TZVPD basis) results for a molecular structure, C26H62Br6O16P4.

Its frontier orbital gap is 9.98 eV. The calculation puts the molar mass at 1234.1 g mol⁻¹. Its total energy is -518145.6498 eV. For the maximum force, the calculation gives 3.638 eV Å⁻¹. As for the LUMO energy: 0.10 eV.

CARTESIAN COORDINATES (ANGSTROEM)
C 1.634 3.357 -0.263
Br 2.579 3.257 1.447
Br 2.213 4.970 -1.255
Br -0.273 3.185 -0.029
H 1.880 2.492 -0.867
C -2.274 0.047 -0.384
Br -1.859 -1.317 -1.750
Br -2.343 -0.726 1.380
Br -3.822 1.025 -0.972
H -1.475 0.765 -0.527
C 0.929 -1.637 2.067
C 2.344 -2.130 1.786
O 3.132 -1.568 2.866
P 4.395 -0.671 2.725
O 4.200 0.436 1.775
O 4.638 -0.274 4.254
C 5.634 0.627 4.732
C 5.438 0.785 6.237
O 5.491 -1.803 2.321
C 6.816 -1.481 1.994
C 7.480 -2.780 1.474
H 0.137 -2.278 1.675
H 0.801 -1.357 3.106
H 0.763 -0.768 1.420
H 2.540 -3.204 1.831
H 2.841 -1.825 0.870
H 6.625 0.264 4.447
H 5.549 1.577 4.194
H 4.578 1.384 6.525
H 5.224 -0.244 6.541
H 6.337 1.100 6.761
H 6.841 -0.832 1.111
H 7.397 -1.056 2.815
H 7.052 -3.140 0.538
H 8.559 -2.661 1.386
H 7.242 -3.594 2.163
C -4.138 -0.204 -4.919
C -5.031 1.042 -4.998
O -4.256 2.099 -4.436
P -4.994 3.384 -3.831
O -6.186 3.844 -4.576
O -5.357 2.958 -2.322
C -5.517 3.995 -1.315
C -4.271 4.715 -0.858
O -3.834 4.480 -3.770
C -3.495 5.324 -4.860
C -2.473 4.548 -5.745
H -3.221 -0.078 -5.493
H -3.821 -0.299 -3.879
H -4.713 -1.092 -5.176
H -5.345 1.214 -6.031
H -6.003 0.898 -4.521
H -6.337 4.668 -1.565
H -5.917 3.407 -0.486
H -4.309 5.215 0.107
H -3.440 4.009 -0.900
H -4.028 5.505 -1.572
H -4.269 5.713 -5.516
H -2.847 6.093 -4.441
H -1.587 4.162 -5.244
H -2.939 3.721 -6.280
H -2.092 5.282 -6.464
C 0.265 -3.421 4.477
C -0.778 -2.431 4.014
O -2.067 -3.051 3.790
P -2.847 -3.771 5.011
O -2.345 -5.092 5.317
O -2.628 -2.767 6.262
C -2.819 -3.286 7.561
C -2.852 -2.218 8.642
O -4.406 -3.577 4.713
C -5.026 -2.648 3.822
C -4.794 -3.048 2.386
H -0.115 -3.857 5.400
H 0.441 -4.213 3.752
H 1.184 -2.872 4.684
H -1.047 -1.700 4.783
H -0.527 -1.870 3.115
H -3.783 -3.795 7.665
H -2.092 -4.063 7.803
H -2.040 -1.490 8.689
H -3.719 -1.553 8.569
H -2.963 -2.657 9.635
H -6.094 -2.581 4.008
H -4.535 -1.681 3.970
H -5.242 -4.039 2.253
H -5.418 -2.448 1.720
H -3.750 -3.051 2.098
C 0.470 2.437 -5.983
C 0.665 0.983 -5.627
O 1.656 0.873 -4.622
P 1.412 0.045 -3.236
O 0.520 0.816 -2.362
O 2.894 -0.136 -2.672
C 3.702 1.071 -2.513
C 5.126 0.541 -2.588
O 1.019 -1.456 -3.612
C 1.758 -2.038 -4.691
C 3.196 -2.455 -4.545
H 1.395 2.975 -6.205
H -0.205 2.518 -6.835
H 0.084 2.930 -5.088
H -0.354 0.701 -5.341
H 1.086 0.418 -6.464
H 3.494 1.755 -3.336
H 3.431 1.556 -1.577
H 5.871 1.325 -2.426
H 5.284 -0.224 -1.832
H 5.337 0.192 -3.599
H 1.190 -2.926 -5.012
H 1.585 -1.610 -5.688
H 3.400 -3.202 -5.309
H 3.789 -1.558 -4.721
H 3.368 -2.881 -3.557

Atomic forces in eV per Å
C 0.2 0.3 0.3
Br -0.4 0.0 -0.7
Br -0.5 -0.8 0.4
Br 0.1 0.5 0.0
H 0.2 0.1 0.1
C 0.2 -0.3 -1.1
Br -0.2 0.1 0.6
Br -0.2 0.5 -0.5
Br 0.0 -0.3 0.4
H 0.2 -0.2 0.6
C 1.2 0.7 -2.8
C 1.0 0.0 0.7
O 0.0 -0.4 1.1
P -0.3 -0.2 -0.4
O 0.9 -0.1 0.2
O -0.3 -0.7 -0.7
C 0.3 1.2 -0.4
C 0.0 -1.2 -0.4
O -1.0 0.9 0.8
C 1.2 -0.9 -2.0
C -0.6 -0.2 0.9
H 0.5 -0.5 0.3
H 1.0 0.1 -0.6
H 0.2 0.4 0.4
H -0.6 0.0 0.3
H -0.6 0.4 -0.4
H 0.0 -0.3 0.5
H -0.2 0.0 0.1
H 0.1 0.2 -0.2
H 0.0 0.1 0.5
H 0.0 0.2 -0.1
H -0.1 0.6 0.5
H -0.2 0.0 0.1
H 0.0 0.5 -0.2
H 0.0 0.0 -0.1
H 0.4 0.1 0.2
C -0.6 0.6 0.8
C -0.1 -1.3 -0.7
O -0.5 1.0 0.4
P -1.0 0.5 -0.9
O 0.7 -0.4 0.2
O 1.3 1.2 -0.8
C -1.2 -0.6 1.4
C 0.8 0.3 -1.3
O -1.2 -0.7 0.9
C 3.0 -1.2 -0.9
C -0.5 0.6 -0.5
H -0.2 -0.1 -0.3
H 0.0 -0.2 0.0
H 0.2 -0.1 -0.3
H 0.5 0.6 -0.1
H 0.3 0.0 0.7
H 0.2 0.1 -0.5
H 0.1 0.0 0.1
H -0.5 -0.4 0.2
H 0.1 0.1 0.3
H 0.1 -0.1 0.0
H -0.6 -0.1 0.6
H -0.8 0.5 0.3
H -0.4 0.1 0.5
H 0.0 0.0 -0.1
H -0.1 -0.2 -0.2
C -0.3 0.5 0.1
C -1.6 0.5 1.0
O -1.3 -0.6 0.5
P 0.1 2.1 -0.3
O -0.4 -1.2 0.1
O 0.1 0.2 -0.8
C -0.5 -0.5 1.4
C -0.3 1.1 0.2
O 0.6 -1.1 0.1
C 1.3 0.8 -0.9
C -1.3 -0.8 -0.2
H 0.3 -0.2 0.0
H 0.0 0.0 -0.1
H 0.1 -0.2 0.0
H 0.8 0.1 0.2
H -1.6 -1.1 1.2
H -0.1 0.0 -0.5
H 0.3 0.2 -0.3
H 0.5 -0.5 -0.2
H -0.2 -0.3 -0.4
H 0.2 -0.3 -0.1
H 0.1 -0.2 0.5
H -0.4 0.2 0.3
H 0.4 -0.2 0.0
H 0.4 0.4 0.0
H -0.1 0.0 -0.1
C 0.6 0.5 0.3
C -0.1 0.8 -0.8
O 0.3 -1.2 1.5
P 0.6 1.3 -0.4
O -0.1 -0.7 0.1
O -0.8 0.5 -0.5
C 0.4 -0.6 -0.3
C 0.2 0.9 0.1
O 0.6 1.1 -0.2
C -1.5 -2.4 -2.3
C -0.2 0.9 0.4
H 0.1 -0.3 -0.2
H -0.1 0.1 0.1
H -0.3 0.0 -0.2
H 0.4 -0.9 0.3
H -0.6 -0.1 -0.1
H 0.0 0.0 0.0
H 0.3 -0.2 0.1
H -0.2 0.1 0.2
H 0.0 -0.2 -0.1
H -0.2 -0.4 0.1
H -0.1 -0.4 1.2
H 0.3 1.5 0.6
H 0.1 0.0 0.0
H 0.5 -0.4 0.3
H 0.2 0.1 0.0



[2]
DFT (the ωB97M-V functional and the def2-TZVPD basis) results for C19H23Cl2N3O2S in the gas phase.

As for the SMILES: COc1cc(C/N=C(\S)NCCc2ccc(Cl)cc2Cl)ccc1OCCN. Its frontier orbital gap is 8.83 eV. The calculation puts the molar mass at 428.4 g mol⁻¹. Its total energy is -64520.2636 eV. For the maximum force, the calculation gives 2.122 eV Å⁻¹. As for the LUMO energy: 0.56 eV.

CARTESIAN COORDINATES (ANGSTROEM)
C 4.051 3.596 0.369
O 4.182 2.315 0.955
C 3.429 1.340 0.385
C 2.538 0.593 1.193
C 1.690 -0.374 0.653
C 0.730 -1.209 1.457
N -0.641 -0.890 1.016
C -1.641 -1.159 1.752
S -1.569 -2.026 3.273
N -2.849 -0.724 1.342
C -3.126 0.011 0.099
C -4.474 0.696 0.194
C -5.610 -0.344 0.147
C -6.080 -0.801 -1.090
C -7.166 -1.728 -1.149
C -7.776 -2.154 0.060
Cl -9.140 -3.221 0.072
C -7.282 -1.717 1.279
C -6.197 -0.834 1.345
Cl -5.653 -0.356 2.947
C 1.810 -0.645 -0.719
C 2.689 0.053 -1.502
C 3.510 1.083 -1.008
O 4.345 1.767 -1.876
C 5.457 0.933 -2.382
C 6.698 0.938 -1.476
N 7.680 -0.077 -1.906
H 4.950 3.748 -0.201
H 3.164 3.669 -0.274
H 3.988 4.377 1.148
H 2.539 0.820 2.249
H 0.892 -0.949 2.513
H 0.899 -2.297 1.349
H -0.932 -3.029 2.622
H -3.593 -0.862 2.002
H -2.360 0.794 -0.036
H -3.069 -0.675 -0.764
H -4.558 1.254 1.172
H -4.641 1.399 -0.605
H -5.654 -0.407 -2.028
H -7.595 -2.083 -2.087
H -7.739 -2.131 2.184
H 1.208 -1.466 -1.134
H 2.664 -0.139 -2.571
H 5.124 -0.066 -2.513
H 5.712 1.316 -3.351
H 7.144 1.942 -1.510
H 6.398 0.754 -0.447
H 8.554 -0.003 -1.368
H 7.303 -1.032 -1.779

Atomic forces in eV per Å
C 0.0 0.6 0.1
O -0.2 -0.2 0.8
C -0.4 -0.5 -1.1
C 0.0 0.1 -0.7
C 1.0 -0.4 -0.7
C -0.7 0.5 0.3
N 1.1 -0.3 0.1
C 0.8 1.2 -1.6
S 0.0 -0.8 0.4
N -1.2 0.0 0.1
C 1.0 0.3 0.5
C -1.1 -0.8 1.4
C 0.3 0.5 0.8
C -1.4 -1.0 0.2
C 0.1 0.5 0.9
C 1.2 0.8 -1.0
Cl 0.1 0.0 -0.2
C 0.2 -0.2 0.6
C -0.6 -0.3 -1.2
Cl -0.3 0.0 -0.5
C -0.5 -0.5 0.7
C 0.1 0.7 -0.7
C -0.5 -0.8 0.8
O 1.0 -0.8 0.2
C 0.0 1.0 0.8
C -0.1 0.0 0.2
N -0.1 -0.2 -0.1
H 0.2 0.5 -0.5
H 0.3 -0.1 0.1
H 0.0 -0.5 -0.1
H -0.1 0.1 0.2
H -0.2 -0.2 0.0
H 0.3 0.4 -0.1
H -0.1 0.1 0.5
H -0.2 0.0 -0.2
H 0.0 -0.5 0.0
H 0.0 0.3 0.2
H 0.2 -0.4 -1.1
H 0.2 0.2 -0.4
H -0.2 -0.3 0.6
H 0.3 0.2 0.2
H 0.3 0.4 -0.3
H 0.2 0.6 0.0
H 0.3 0.0 0.0
H -0.5 -1.0 -0.1
H 0.0 0.4 -0.5
H 0.1 -0.3 0.0
H -0.3 0.2 0.3
H -0.7 -0.1 -0.3
H 0.3 0.9 0.0



[3]
DFT (the ωB97M-V functional and the def2-TZVPD basis) results for 2 unconnected molecules or ions with the total composition C6H9Br.

As for the SMILES: C[C@H]1C[C@H]1Br.C#C. Its frontier orbital gap is 10.55 eV. The calculation puts the molar mass at 161.0 g mol⁻¹. Its total energy is -76406.1893 eV. For the maximum force, the calculation gives 3.913 eV Å⁻¹. As for the LUMO energy: 0.87 eV.

CARTESIAN COORDINATES (ANGSTROEM)
C 0.516 0.987 -0.630
C 0.051 0.841 0.783
C -1.230 1.565 1.142
C -1.128 0.043 1.173
Br -2.274 -0.947 -0.073
H 1.459 1.514 -0.666
H -0.315 1.302 -1.302
H 0.544 -0.028 -1.188
H 0.851 0.859 1.559
H -1.953 1.660 0.333
H -1.491 2.178 2.031
H -1.194 -0.499 2.105
C 1.446 -2.828 -1.673
C 1.772 -1.920 -0.987
H 1.052 -3.387 -2.548
H 1.894 -1.339 -0.058

Atomic forces in eV per Å
C -1.3 -2.6 -2.0
C 0.3 0.7 0.3
C -1.4 -0.9 0.6
C -0.9 -0.3 0.8
Br 0.6 0.3 0.2
H -0.1 0.3 -0.6
H 0.7 1.2 0.7
H 0.9 1.3 1.4
H -0.7 0.0 -0.6
H 0.6 1.1 -0.2
H 0.7 -0.7 -0.5
H 0.4 0.1 0.0
C -1.3 -1.7 -3.3
C 0.6 1.3 3.3
H 0.7 0.4 1.4
H 0.2 -0.5 -1.4



[4]
DFT (the ωB97M-V functional and the def2-TZVPD basis) results for C21H32N4O3 in the gas phase.

As for the SMILES: COc1ccc(CN2C[C@@H](C(=O)NCCCN3CCN(C)CC3)CC2=O)cc1. Its frontier orbital gap is 9.29 eV. The calculation puts the molar mass at 388.5 g mol⁻¹. Its total energy is -34400.1658 eV. For the maximum force, the calculation gives 0.609 eV Å⁻¹. As for the LUMO energy: 0.71 eV.

CARTESIAN COORDINATES (ANGSTROEM)
C -0.064 -4.513 0.634
O 0.442 -3.911 -0.533
C 1.433 -2.987 -0.414
C 1.941 -2.479 -1.611
C 2.942 -1.532 -1.600
C 3.462 -1.062 -0.399
C 4.481 0.050 -0.358
N 3.806 1.320 -0.176
C 3.205 2.032 -1.280
C 2.148 2.931 -0.618
C 0.753 2.298 -0.675
O -0.212 2.909 -1.082
N 0.707 1.018 -0.258
C -0.506 0.235 -0.241
C -0.903 -0.158 1.181
C -2.195 -0.976 1.173
N -3.263 -0.306 0.459
C -4.349 -1.207 0.125
C -5.361 -0.485 -0.758
N -5.901 0.659 -0.049
C -6.933 1.325 -0.811
C -4.816 1.560 0.293
C -3.800 0.839 1.170
C 2.647 3.061 0.826
C 3.518 1.833 1.040
O 3.897 1.382 2.098
C 2.953 -1.568 0.790
C 1.953 -2.526 0.792
H 0.719 -5.048 1.181
H -0.534 -3.779 1.297
H -0.816 -5.224 0.296
H 1.533 -2.849 -2.538
H 3.331 -1.160 -2.538
H 5.066 0.089 -1.279
H 5.149 -0.081 0.497
H 2.760 1.336 -1.996
H 3.965 2.629 -1.800
H 2.071 3.900 -1.114
H 1.531 0.573 0.115
H -1.294 0.842 -0.688
H -0.362 -0.666 -0.846
H -1.021 0.743 1.784
H -0.107 -0.757 1.631
H -2.483 -1.217 2.214
H -2.002 -1.917 0.650
H -3.942 -2.063 -0.419
H -4.863 -1.575 1.031
H -6.182 -1.165 -1.002
H -4.864 -0.181 -1.696
H -7.739 0.620 -1.011
H -7.331 2.152 -0.224
H -6.566 1.722 -1.771
H -5.229 2.411 0.839
H -4.304 1.936 -0.610
H -2.990 1.530 1.405
H -4.289 0.530 2.112
H 1.842 3.095 1.559
H 3.261 3.953 0.961
H 3.341 -1.203 1.729
H 1.593 -2.905 1.735

Atomic forces in eV per Å
C -0.1 -0.1 0.2
O 0.2 0.2 -0.3
C 0.1 0.1 -0.1
C -0.2 -0.2 0.1
C 0.0 -0.1 0.1
C 0.2 0.0 0.0
C 0.0 -0.1 0.2
N 0.0 -0.1 -0.3
C 0.1 0.2 -0.3
C -0.2 0.1 -0.1
C 0.6 0.1 0.0
O -0.3 0.3 -0.1
N 0.0 -0.4 0.2
C -0.2 0.0 0.2
C -0.2 -0.1 -0.3
C 0.2 0.1 0.1
N -0.1 -0.1 0.0
C -0.1 0.0 -0.3
C 0.0 -0.3 0.2
N 0.1 0.0 0.0
C 0.0 0.0 0.0
C 0.1 0.0 0.3
C 0.0 0.2 -0.2
C 0.0 0.0 0.0
C -0.1 0.4 0.1
O 0.1 -0.2 0.4
C 0.1 0.1 -0.1
C -0.3 -0.3 0.0
H 0.0 0.0 0.0
H 0.0 0.0 0.0
H 0.0 0.0 0.1
H -0.1 -0.1 -0.1
H 0.0 0.0 -0.1
H 0.0 0.0 0.1
H 0.0 0.0 -0.2
H 0.0 0.0 0.0
H -0.1 -0.1 0.0
H -0.1 -0.2 0.0
H 0.1 0.1 -0.1
H 0.1 -0.1 0.0
H -0.1 0.0 0.0
H 0.1 0.0 0.1
H 0.0 0.0 0.1
H 0.0 -0.1 -0.1
H 0.0 0.0 0.0
H 0.0 0.0 0.0
H 0.0 0.0 0.0
H 0.0 0.0 0.0
H 0.0 0.0 0.0
H -0.1 0.0 0.0
H -0.1 0.1 0.0
H 0.0 0.0 0.0
H 0.0 0.0 0.0
H 0.0 0.0 0.0
H 0.0 0.0 0.0
H 0.1 0.0 0.0
H 0.1 0.0 0.0
H 0.0 0.0 0.0
H 0.1 0.0 0.1
H -0.1 -0.1 0.1



[5]
DFT (the ωB97M-V functional and the def2-TZVPD basis) results for a molecular structure, C30H30Cl5HgNO2Si.

The expectation value of S² is 0.75. The total charge is -1. Its spin multiplicity is 2. Its frontier orbital gap (alpha / beta) is 7.02 / 6.42 eV. The calculation puts the molar mass at 842.5 g mol⁻¹. Its total energy is -111839.9876 eV. For the maximum force, the calculation gives 1.213 eV Å⁻¹. As for the LUMO energy (alpha / beta): 2.50 / 1.91 eV.

CARTESIAN COORDINATES (ANGSTROEM)
Hg 1.532 -0.290 0.889
Cl 2.403 3.693 -0.543
C 4.263 0.862 1.137
C 3.572 -0.387 1.170
C 4.259 -1.585 1.193
Cl 3.342 -3.072 1.230
C 5.648 -1.656 1.186
Cl 6.478 -3.176 1.226
C 6.356 -0.448 1.145
Cl 8.089 -0.492 1.127
C 5.697 0.763 1.115
Cl 6.574 2.254 1.042
O 3.670 1.964 1.125
C 2.117 2.350 -1.567
C 1.502 4.974 -1.026
C 0.632 5.609 0.014
C -0.674 4.885 0.262
C -1.911 5.483 0.051
C -3.063 4.751 0.295
C -2.943 3.446 0.741
C -1.666 2.926 0.919
N -0.558 3.625 0.690
H 2.790 4.402 1.603
H 1.048 2.371 -1.718
H 2.667 1.518 -1.151
H 1.302 4.974 -2.087
H 3.713 3.896 -0.813
H 0.437 6.647 -0.266
H 1.168 5.639 0.966
H -1.963 6.505 -0.301
H -4.039 5.193 0.136
H -3.812 2.833 0.938
H -1.521 1.898 1.239
C -3.923 -2.495 -0.137
C -3.139 -1.224 0.204
C -3.445 -0.824 1.652
C -3.568 -0.098 -0.740
Si -1.269 -1.488 0.046
O -0.499 -0.224 0.718
C -0.800 -1.629 -1.773
C 0.026 -0.642 -2.316
C 0.407 -0.665 -3.652
C -0.043 -1.680 -4.482
C -0.878 -2.666 -3.969
C -1.250 -2.636 -2.633
C -0.765 -3.050 0.986
C -0.597 -4.313 0.414
C -0.204 -5.406 1.175
C 0.031 -5.259 2.535
C -0.129 -4.015 3.127
C -0.521 -2.929 2.358
H -4.994 -2.323 0.026
H -3.622 -3.339 0.488
H -3.798 -2.780 -1.184
H -4.518 -0.626 1.768
H -2.897 0.074 1.944
H -3.179 -1.621 2.351
H -4.634 0.125 -0.604
H -3.414 -0.374 -1.785
H -3.006 0.820 -0.555
H 0.371 0.173 -1.687
H 1.056 0.113 -4.037
H 0.252 -1.705 -5.523
H -1.237 -3.460 -4.612
H -1.905 -3.417 -2.264
H -0.745 -4.448 -0.650
H -0.066 -6.370 0.702
H 0.350 -6.108 3.127
H 0.068 -3.887 4.184
H -0.626 -1.957 2.831

Atomic forces in eV per Å
Hg 0.4 0.2 0.4
Cl -0.1 0.3 0.4
C 0.2 -0.3 0.1
C -0.3 -0.1 -0.4
C -0.1 0.0 0.0
Cl -0.1 0.0 0.0
C 0.0 0.0 0.1
Cl 0.0 0.0 0.0
C 0.0 0.0 0.0
Cl 0.0 0.0 0.0
C 0.0 0.0 0.0
Cl 0.0 0.0 0.0
O -0.3 0.5 -0.2
C 0.4 -0.1 -1.1
C 0.2 0.3 -0.1
C 0.0 -0.1 0.0
C 0.0 0.0 0.0
C 0.0 0.0 0.0
C 0.0 0.0 0.0
C 0.0 0.0 0.0
C 0.0 0.0 0.0
N 0.0 0.0 0.0
H 0.1 0.1 0.3
H -0.2 -0.3 0.3
H -0.2 -0.2 0.2
H 0.0 -0.1 0.0
H -0.1 -0.2 0.1
H 0.0 0.0 0.0
H 0.0 0.1 0.0
H 0.0 0.0 0.0
H 0.0 0.0 0.0
H 0.0 0.0 0.0
H 0.0 0.0 0.0
C 0.0 0.0 0.0
C 0.0 0.0 0.0
C 0.0 0.0 0.0
C 0.0 0.0 0.0
Si 0.1 0.0 0.0
O 0.0 0.0 -0.1
C 0.0 0.0 0.0
C 0.0 0.0 0.0
C 0.0 0.0 0.0
C 0.0 0.0 0.0
C 0.0 0.0 0.0
C 0.0 0.0 0.0
C 0.0 0.0 0.0
C 0.0 0.0 0.0
C 0.0 0.0 0.0
C 0.0 0.0 0.0
C 0.0 0.0 0.0
C 0.0 0.0 0.0
H 0.0 0.0 0.0
H 0.0 0.0 0.0
H 0.0 0.0 0.0
H 0.0 0.0 0.0
H 0.0 0.0 0.0
H 0.0 0.0 0.0
H 0.0 0.0 0.0
H 0.0 0.0 0.0
H 0.0 0.0 0.0
H 0.0 0.0 0.0
H 0.0 0.0 0.0
H 0.0 0.0 0.0
H 0.0 0.0 0.0
H 0.0 0.0 0.0
H 0.0 0.0 0.0
H 0.0 0.0 0.0
H 0.0 0.0 0.0
H 0.0 0.0 0.0
H 0.0 0.0 0.0



[6]
DFT (the ωB97M-V functional and the def2-TZVPD basis) results for C2H3F3Si in the gas phase.

As for the SMILES: FC(F)=C(F)[SiH3]. Its frontier orbital gap is 10.48 eV. The calculation puts the molar mass at 112.1 g mol⁻¹. Its total energy is -18150.1497 eV. For the maximum force, the calculation gives 5.002 eV Å⁻¹. As for the LUMO energy: 0.78 eV.

CARTESIAN COORDINATES (ANGSTROEM)
F 1.207 -1.463 0.368
C 1.493 -0.185 0.118
F 2.856 -0.068 0.047
C 0.459 0.644 -0.116
F 0.800 1.968 -0.295
Si -1.476 -0.057 0.029
H -1.243 -1.032 0.923
H -1.693 -0.799 -1.310
H -2.402 0.994 0.236

Atomic forces in eV per Å
F 0.2 0.0 0.0
C 0.4 -0.6 -0.5
F -2.3 0.5 0.2
C 0.1 0.2 0.6
F -0.5 -0.7 -0.2
Si 2.9 1.1 -3.9
H 0.0 -2.1 2.5
H -0.1 0.7 0.9
H -0.7 0.8 0.4